Here is the molecule C4H7F2NO2 in a non-equilibrium geometry from the Open Molecules 2025 dataset. Energies are from ωB97M-V/def2-TZVPD.

Values from the calculation:
SMILES	CN(CC(=O)O)C(F)F
spin multiplicity	1
LUMO	0.0269	Eh
frontier orbital gap	11.27	eV
HOMO level	-10.5395	eV
energy above the lowest of the compared OMol25 structures with the same formula, charge and spin	20.3	kcal/mol

XYZ file:
```
16
Properties=species:S:1:pos:R:3:forces:R:3:lowdin_charge:R:1
C 1.1666 -0.8488 -0.3428 -1.08 -0.23 -3.26 -0.035
N 0.3505 0.3122 0.0004 -1.02 0.06 -1.11 -0.131
C -1.0688 -0.0171 -0.0500 -0.13 -1.40 2.86 -0.085
C -1.4565 -0.9565 1.1277 0.74 0.33 1.80 -0.465
O -2.3621 -1.7197 1.3043 0.18 0.49 -1.23 0.126
O -0.6509 -0.6308 2.1887 -0.52 -0.92 -0.45 0.092
C 0.6055 1.4537 -0.8288 1.70 -0.06 -2.19 -0.462
F -0.2271 2.4137 -0.4939 -0.80 1.15 0.66 0.114
F 1.8931 1.8618 -0.6229 0.35 0.19 0.92 0.051
H 0.5823 -1.6209 -1.0480 1.48 1.84 1.14 0.155
H 2.0922 -0.4428 -0.7380 -0.01 -0.30 -0.77 0.090
H 1.5171 -1.3959 0.4539 0.17 -1.18 2.36 0.058
H -1.7519 0.7447 0.1889 -0.26 1.87 0.27 0.126
H -1.4517 -0.4018 -0.9129 -0.43 -1.37 -2.84 0.104
H 0.1076 -0.2271 1.7579 0.57 0.78 0.43 0.067
H 0.6541 1.4752 -1.9844 -0.95 -1.23 1.40 0.194
```
Positions in Å, forces in eV/Å.

***

Here is the ion C4H7F3N3S with charge +1 in a non-equilibrium geometry from the Open Molecules 2025 dataset. Energies are from ωB97M-V/def2-TZVPD.

Values from the calculation:
spin multiplicity	1
LUMO	-0.1745	Eh
frontier orbital gap	8.87	eV
HOMO level	-13.6208	eV
energy above the lowest of the compared OMol25 structures with the same formula, charge and spin	51.4	kcal/mol
charge	+1

XYZ file:
```
18
Properties=species:S:1:pos:R:3:forces:R:3:lowdin_charge:R:1
C -1.0604 -1.2639 1.5759 0.93 -1.03 0.31 -0.280
C 0.0876 0.4081 -0.2863 -0.30 0.11 0.55 -0.431
C 2.2486 0.2570 -1.2980 -0.02 2.74 -0.12 -0.032
C -1.2951 1.0252 -0.4544 -0.01 2.17 -0.15 -0.676
N -0.3366 -0.3525 2.2482 -0.56 0.24 -1.96 -0.236
N -0.7788 -1.4606 0.3450 -0.25 0.40 -0.47 0.123
N 0.8283 0.3946 -1.3918 -2.00 0.36 3.34 0.044
F -2.0541 1.0799 0.6083 -0.14 -0.33 1.03 0.177
F -1.1444 2.3579 -0.8184 0.28 -1.66 -0.11 0.134
F -1.9323 0.3667 -1.3667 -0.88 -0.49 -1.83 0.207
S 0.7531 0.6538 1.3335 0.84 -0.30 0.75 1.127
H -1.7232 -1.7628 2.3101 0.06 -0.41 -1.07 0.169
H 2.7727 1.1151 -0.7780 -0.71 -0.05 -1.65 0.135
H 2.4465 -0.4119 -0.5772 0.66 -3.40 2.13 0.037
H 2.5496 -0.0483 -2.2441 1.39 -0.16 -1.41 0.094
H -0.4623 -0.4256 3.2258 0.51 1.16 1.14 0.110
H -1.1261 -2.2182 -0.2482 -0.32 0.43 0.68 0.127
H 0.2268 0.2855 -2.1837 0.50 0.24 -1.17 0.169
```
Positions in Å, forces in eV/Å.

***

Here is a cluster of 2 separate species, C4H7F4N in total in a non-equilibrium geometry from the Open Molecules 2025 dataset. Energies are from ωB97M-V/def2-TZVPD.

Values from the calculation:
spin multiplicity	1
LUMO	0.0358	Eh
frontier orbital gap	9.64	eV
HOMO level	-8.6717	eV
energy above the lowest of the compared OMol25 structures with the same formula, charge and spin	27.9	kcal/mol

XYZ file:
```
16
Properties=species:S:1:pos:R:3:forces:R:3:lowdin_charge:R:1
C -0.6560 0.7092 0.5682 0.41 -0.51 3.48 -0.101
C -0.1046 -0.5138 -0.0383 3.97 -2.41 0.42 -0.275
C 1.8418 -0.6835 0.7048 -4.19 1.20 -2.82 -0.105
C 2.7137 0.2616 -0.1397 0.74 -1.45 1.60 -0.628
N -0.1155 -0.5163 -1.4585 -0.21 2.43 0.38 0.040
F 2.1674 -1.9979 0.7604 0.69 0.37 -0.34 0.022
F 3.9796 0.2039 0.3249 0.55 0.38 0.44 0.122
F 2.3525 1.5606 -0.1242 -0.46 -0.64 0.19 0.142
F 2.8138 -0.1384 -1.3809 -0.40 -0.23 -1.74 0.161
H -0.3410 1.6948 0.3549 1.01 0.72 -0.98 0.066
H -1.6198 0.6082 0.2533 -3.23 0.44 -0.64 0.042
H -0.7058 0.7122 1.7241 0.24 -0.50 -1.76 0.122
H -0.5728 -1.4883 0.3117 0.75 1.36 0.04 0.146
H 1.6430 -0.2588 1.6310 0.15 0.47 1.95 0.097
H 0.3618 0.3342 -1.7669 -0.50 -0.08 -0.12 0.084
H 0.3705 -1.2252 -1.9355 0.48 -1.53 -0.08 0.065
```
Positions in Å, forces in eV/Å.

***

Here is the molecule C4H7FN2 in a non-equilibrium geometry from the Open Molecules 2025 dataset. Energies are from ωB97M-V/def2-TZVPD.

Values from the calculation:
spin multiplicity	1
LUMO (alpha / beta)	0.0268 / 0.0269	Eh
frontier orbital gap (alpha / beta)	8.38 / 8.39	eV
HOMO level (alpha / beta)	-7.6523 / -7.6562	eV
energy above the lowest of the compared OMol25 structures with the same formula, charge and spin	124.7	kcal/mol

XYZ file:
```
14
Properties=species:S:1:pos:R:3:forces:R:3:lowdin_charge:R:1
C -0.6684 0.6718 -1.6440 1.92 -1.66 -2.50 0.034
C -0.9658 0.6213 -0.4134 -1.15 0.89 2.08 -0.272
C 1.0088 -1.0684 -1.3274 -2.63 1.72 0.11 -0.168
C -0.1522 0.2795 1.8199 -2.25 1.66 1.99 -0.110
N 0.8701 -0.7848 -0.0215 2.49 1.17 1.97 -0.023
N -0.2971 -0.2913 0.5231 -1.72 -0.92 -1.15 -0.219
F 0.1566 -1.9864 -1.8018 0.64 -0.47 -0.11 0.032
H -1.2619 1.1146 -2.4334 0.55 0.25 -0.04 0.028
H -1.7528 1.3301 -0.0274 0.78 -1.35 0.33 0.126
H 2.0602 -1.1611 -1.6165 -0.56 0.15 -0.46 0.129
H 0.5507 -0.1212 2.5595 0.46 -0.07 -0.98 0.082
H -0.0679 1.3643 1.5897 0.69 -0.29 1.18 0.081
H -1.1365 0.2073 2.4564 1.41 -0.04 -1.53 0.117
H 1.6562 -0.1758 0.3365 -0.62 -1.05 -0.89 0.164
```
Positions in Å, forces in eV/Å.

***

Number 1: DFT total energy -15280.7154 eV. Number 2: DFT total energy -27710.7027 eV. Number 3: DFT total energy -16619.7691 eV. Number 4: DFT total energy -9953.3736 eV.